Formula: C21H15N4O9S2
Source: the OMol25 dataset
Level of theory: wB97M-V/def2-TZVPD

```
51
Properties=species:S:1:pos:R:3:nbo_charge:R:1
N 3.301 -1.998 2.763 -0.2731
C 2.161 -2.238 2.867 0.2732
C 0.755 -2.521 2.989 -0.1839
C -0.127 -1.520 3.445 -0.0727
C -1.486 -1.820 3.541 0.0340
N -2.535 -1.054 4.044 0.4118
O -2.624 0.070 4.501 -0.3449
O -3.681 -1.898 3.969 -0.1354
N -3.365 -3.125 3.437 -0.0736
C -2.028 -3.058 3.173 0.1000
C -1.128 -4.091 2.708 0.0159
N -1.567 -5.426 2.359 0.5019
O -2.767 -5.685 2.155 -0.3364
O -0.661 -6.291 2.267 -0.3918
C 0.245 -3.799 2.651 -0.0597
H 0.213 -0.532 3.748 0.2575
H 0.932 -4.576 2.311 0.2713
C 1.377 1.110 1.598 -0.2528
O 1.458 1.651 0.187 -0.5794
C 0.858 1.221 -0.892 -0.6170
S 0.760 2.378 -2.280 2.1365
C -0.061 3.749 -1.464 -0.2193
C -1.457 3.792 -1.465 -0.2176
C -2.099 4.753 -0.681 -0.2252
C -1.344 5.647 0.086 -0.2318
C 0.054 5.581 0.082 -0.2252
C 0.704 4.627 -0.700 -0.2348
O 2.086 2.816 -2.656 -0.9593
O -0.156 1.864 -3.274 -0.9687
S -0.100 -0.266 -1.038 2.1269
C 0.590 -0.940 -2.546 -0.2064
C -0.175 -1.041 -3.707 -0.2106
C 0.423 -1.521 -4.875 -0.2221
C 1.771 -1.888 -4.871 -0.2218
C 2.530 -1.768 -3.703 -0.2284
C 1.938 -1.300 -2.528 -0.2096
O 0.263 -1.199 0.018 -1.0131
O -1.492 0.055 -1.275 -0.9615
H 2.412 1.069 1.938 0.1911
H 0.778 1.827 2.165 0.1750
H 0.928 0.120 1.590 0.2018
H -2.015 3.076 -2.065 0.2478
H -3.188 4.788 -0.674 0.2056
H -1.848 6.391 0.700 0.2005
H 0.649 6.264 0.688 0.2029
H 1.790 4.564 -0.734 0.2377
H -1.222 -0.748 -3.692 0.2418
H -0.180 -1.598 -5.781 0.2042
H 2.235 -2.269 -5.783 0.2011
H 3.586 -2.045 -3.687 0.2050
H 2.509 -1.199 -1.606 0.2325
```

- E (eV) = -68068.5168
- charge = -1
- relative energy (zero: lowest compared OMol25 entry of this formula, charge and spin) (kcal per mole) = 24.87
- orbital gap (eV) = 2.39
- molecular weight (g mol⁻¹) = 531.50

=====

Formula: C21H16BCrN10Se
Source: the OMol25 dataset
Level of theory: wB97M-V/def2-TZVPD

```
50
Properties=species:S:1:pos:R:3:mulliken_spin:R:1
Cr -0.487 0.529 0.354 1.0733
C 1.304 3.107 -2.319 0.0065
C 0.568 1.942 -2.198 0.0054
N 0.133 1.810 -0.936 0.0006
N 0.621 2.866 -0.222 0.0050
C 1.321 3.655 -1.040 0.0131
B 0.385 2.995 1.317 -0.0356
N 1.112 1.811 2.034 0.0072
C 2.168 1.835 2.850 0.0073
C 2.502 0.530 3.194 0.0043
C 1.594 -0.262 2.515 0.0043
N 0.736 0.515 1.836 -0.0094
N -1.120 2.871 1.587 0.0058
C -1.936 3.753 2.178 0.0000
C -3.212 3.222 2.214 0.0003
C -3.093 1.982 1.604 -0.0047
N -1.829 1.762 1.225 -0.0030
H 1.753 3.511 -3.209 0.0008
H 0.307 1.211 -2.946 -0.0015
H 1.784 4.554 -0.669 0.0007
H 0.822 4.028 1.706 0.0001
H 2.614 2.773 3.140 0.0005
H 3.287 0.209 3.855 0.0003
H 1.491 -1.335 2.498 -0.0007
H -1.556 4.696 2.535 0.0003
H -4.100 3.671 2.621 0.0000
H -3.870 1.257 1.437 0.0010
Se 0.142 -6.351 -2.959 -0.0001
N 1.320 -5.060 -2.665 0.0000
C 0.689 -4.088 -2.061 -0.0003
C 1.327 -2.857 -1.625 0.0056
C 2.683 -2.564 -1.784 -0.0007
C 3.162 -1.355 -1.322 -0.0017
C 2.289 -0.460 -0.712 -0.0138
N 0.998 -0.729 -0.557 -0.0255
C 0.524 -1.902 -1.003 0.0090
C -0.888 -2.104 -0.793 -0.0140
N -1.544 -1.088 -0.176 -0.0288
C -2.857 -1.227 0.041 -0.0057
C -3.564 -2.357 -0.336 -0.0016
C -2.901 -3.391 -0.963 -0.0007
C -1.529 -3.269 -1.200 -0.0016
C -0.722 -4.290 -1.850 0.0005
N -1.209 -5.421 -2.287 0.0000
H 3.332 -3.285 -2.263 0.0000
H 4.205 -1.092 -1.427 0.0000
H 2.637 0.497 -0.340 0.0003
H -3.353 -0.405 0.532 -0.0027
H -4.624 -2.411 -0.134 0.0000
H -3.415 -4.291 -1.274 -0.0001
```

- multiplicity = 2
- E (eV) = -131370.0345
- charge = +2
- relative energy (zero: lowest compared OMol25 entry of this formula, charge and spin) (kcal per mole) = 9.91
- orbital gap (alpha / beta) (eV) = 7.01 / 7.29
- molecular weight (g mol⁻¹) = 550.20

=====

Formula: C21H16BrClN4O3
Source: the OMol25 dataset
Level of theory: wB97M-V/def2-TZVPD

```
46
Properties=species:S:1:pos:R:3:nbo_charge:R:1
C -0.956 4.845 2.364 -0.2526
H -1.018 5.735 2.989 0.2047
O 0.390 4.429 2.433 -0.5211
C 0.762 3.338 1.700 0.3043
C -0.073 2.563 0.920 -0.2872
C 0.427 1.473 0.207 0.1128
C 1.786 1.175 0.249 -0.0803
C 2.619 1.939 1.064 -0.1508
C 2.128 3.011 1.795 0.2376
O 2.965 3.731 2.569 -0.6468
H 2.465 4.445 2.987 0.5015
Br 4.462 1.561 1.191 0.1090
Cl 2.469 -0.060 -0.731 0.0476
N -0.478 0.738 -0.565 -0.2007
C -0.623 -0.604 -0.689 0.4655
C -1.680 -0.846 -1.529 -0.1855
C -2.155 0.437 -1.873 0.1953
N -1.433 1.368 -1.280 -0.2797
C -3.301 0.764 -2.757 -0.6471
H -3.123 0.379 -3.761 0.2229
H -4.210 0.301 -2.375 0.2312
H -3.431 1.841 -2.803 0.2343
C -2.139 -2.231 -1.850 -0.2443
C -3.549 -2.459 -1.346 0.0776
C -3.843 -2.249 -0.004 -0.2434
C -5.125 -2.451 0.472 -0.1909
C -6.127 -2.866 -0.390 -0.2190
C -5.840 -3.079 -1.726 -0.2006
C -4.556 -2.876 -2.202 -0.2428
H -4.335 -3.046 -3.246 0.2124
H -6.617 -3.406 -2.402 0.2142
H -7.128 -3.025 -0.018 0.2136
H -5.343 -2.286 1.517 0.2115
H -3.061 -1.928 0.671 0.2127
C -1.176 -3.189 -1.164 -0.3485
C -0.187 -2.811 -0.315 0.5799
N 0.595 -3.675 0.395 -0.7994
H 1.457 -3.303 0.757 0.4069
H 0.594 -4.639 0.105 0.4140
O 0.130 -1.511 -0.023 -0.4523
C -1.366 -4.554 -1.412 0.2842
N -1.510 -5.672 -1.641 -0.3428
H -2.122 -2.404 -2.935 0.2235
H -1.123 2.777 0.818 0.2500
H -1.241 5.096 1.339 0.1861
H -1.628 4.077 2.755 0.1823
```

- E (eV) = -116703.6898
- orbital gap (eV) = 8.88
- molecular weight (g mol⁻¹) = 487.74
- SMILES = COc1cc(-n2nc(C)c3c2OC(N)=C(C#N)[C@H]3c2ccccc2)c(Cl)c(Br)c1O

=====

Formula: C21H16BrF2N3O2SZr
Source: the OMol25 dataset
Level of theory: wB97M-V/def2-TZVPD

```
47
Properties=species:S:1:pos:R:3:nbo_charge:R:1
Zr 0.345 -0.231 0.017 2.1298
F 1.941 4.782 -1.750 -0.2887
C 1.566 4.038 -0.713 0.4420
C 1.311 2.692 -0.912 -0.2919
C 0.903 1.910 0.164 -0.5538
C 0.773 2.481 1.440 -0.1237
C 1.039 3.841 1.573 0.4460
F 0.927 4.447 2.762 -0.3018
C 1.430 4.640 0.518 -0.3176
C 0.432 1.578 2.566 0.2393
C 0.315 1.952 3.895 -0.2315
C 0.043 0.995 4.855 -0.0773
C -0.108 -0.335 4.490 -0.2462
C 0.004 -0.653 3.163 0.0825
N 0.266 0.272 2.208 -0.6422
H 1.425 2.304 -1.917 0.2300
H 1.623 5.694 0.663 0.2755
H 0.440 2.983 4.175 0.2668
H -0.043 1.294 5.892 0.2513
H -0.308 -1.112 5.214 0.2556
H -0.093 -1.674 2.825 0.2275
S 0.677 -2.770 0.417 -0.2112
C -1.084 -2.556 0.464 0.1052
C -1.978 -3.604 0.646 -0.2544
C -3.320 -3.314 0.762 -0.0761
C -3.771 -1.988 0.701 -0.2460
C -2.850 -1.002 0.496 0.0812
N -1.531 -1.287 0.363 -0.6878
H -1.603 -4.615 0.716 0.2606
H -4.031 -4.117 0.910 0.2544
H -4.816 -1.739 0.809 0.2595
H -3.135 0.038 0.431 0.2234
O 0.041 -1.581 -6.225 -0.5908
C 0.241 -1.349 -4.935 0.4296
C 1.273 -1.926 -4.185 -0.3098
C 1.374 -1.613 -2.860 0.1119
N 0.530 -0.754 -2.235 -0.6677
C -0.432 -0.226 -2.996 0.1812
Br -1.524 0.995 -2.065 0.2517
C -0.651 -0.466 -4.320 -0.3138
H 0.693 -2.196 -6.588 0.5108
H 1.978 -2.615 -4.632 0.2581
H 2.144 -2.053 -2.244 0.2344
H -1.456 -0.005 -4.874 0.2800
O 2.644 -0.379 -0.003 -0.9321
H 3.238 0.380 0.014 0.5411
H 3.117 -1.160 0.304 0.5353
```

- E (eV) = -118184.2346
- charge = +2
- orbital gap (eV) = 7.40
- molecular weight (g mol⁻¹) = 583.57

=====

Formula: C21H16CaN2O8S
Source: the OMol25 dataset
Level of theory: wB97M-V/def2-TZVPD

```
49
Properties=species:S:1:pos:R:3:nbo_charge:R:1
Ca 8.814 8.740 11.465 1.8296
O 6.082 10.546 8.243 -0.6628
C 5.955 11.779 8.711 0.3679
C 5.169 12.694 7.989 -0.3058
C 5.048 14.024 8.326 -0.1964
C 5.728 14.542 9.458 -0.2984
C 6.597 13.604 10.170 -0.1141
C 6.616 12.202 9.894 -0.2099
C 7.214 11.250 10.843 0.5623
O 7.254 9.991 10.455 -0.8849
N 7.620 11.678 12.020 -0.4585
N 8.157 10.772 12.901 -0.3656
C 8.495 11.085 14.145 0.0749
C 9.107 10.232 15.090 -0.2189
C 9.255 10.658 16.442 -0.1653
C 10.011 9.950 17.289 -0.3056
C 10.700 8.758 16.904 -0.2018
C 10.501 8.328 15.601 -0.2772
C 9.699 9.041 14.683 0.3963
O 9.556 8.549 13.460 -0.9166
H 6.645 10.155 8.936 0.5172
H 4.590 12.367 7.104 0.2075
H 4.464 14.710 7.723 0.1909
H 5.595 15.547 9.761 0.1951
H 7.205 14.116 10.927 0.2237
H 8.285 12.109 14.482 0.1472
H 8.727 11.564 16.713 0.1940
H 10.021 10.343 18.296 0.1869
H 11.426 8.281 17.599 0.1984
H 11.067 7.468 15.176 0.2188
O 11.439 7.091 5.784 -0.5829
C 11.136 7.227 6.933 0.4131
C 11.516 8.217 7.959 0.3101
O 12.587 8.794 8.031 -0.6278
C 10.460 8.343 8.977 0.2729
C 9.688 7.117 8.928 0.2265
O 8.818 6.840 9.809 -0.8384
C 10.179 6.291 7.820 0.3458
O 10.121 5.087 7.679 -0.6410
O 10.425 9.253 9.846 -0.8059
C 10.847 5.457 12.579 -0.7388
S 12.418 6.454 12.406 0.1733
C 13.649 5.261 11.845 -0.7456
H 10.236 5.345 11.689 0.2420
H 10.247 6.081 13.262 0.2439
H 11.071 4.509 13.060 0.1910
H 13.351 4.351 12.385 0.2003
H 14.674 5.540 12.133 0.2146
H 13.600 5.099 10.791 0.2182
```

- E (eV) = -70674.5288
- charge = -2
- relative energy (zero: lowest compared OMol25 entry of this formula, charge and spin) (kcal per mole) = 14.94
- orbital gap (eV) = 5.45
- molecular weight (g mol⁻¹) = 496.51

=====

Formula: C21H16Cl3GeIrNS4
Source: the OMol25 dataset
Level of theory: wB97M-V/def2-TZVPD

```
47
Properties=species:S:1:pos:R:3:mulliken_spin:R:1
Ir 0.982 -1.997 1.296 0.1273
S 0.291 -2.900 3.276 0.1993
S -0.020 -4.835 2.767 0.2396
S 1.097 -5.401 1.136 0.2429
S 1.655 -3.804 0.015 0.2272
C -0.706 -1.638 0.729 -0.0150
Ge -0.820 0.089 -0.245 -0.0170
C 0.191 -0.052 -1.910 -0.0026
C 0.716 1.057 -2.572 0.0006
C 1.406 0.912 -3.768 0.0000
C 1.573 -0.347 -4.326 0.0000
C 1.044 -1.459 -3.687 -0.0053
C 0.362 -1.312 -2.487 0.0020
C -2.712 0.366 -0.649 -0.0004
C -3.338 1.592 -0.438 0.0000
C -4.674 1.773 -0.775 0.0000
C -5.398 0.727 -1.329 0.0000
C -4.784 -0.499 -1.547 -0.0001
C -3.451 -0.676 -1.209 -0.0008
C -0.155 1.505 0.923 0.0015
C 1.084 2.114 0.740 -0.0012
C 1.553 3.060 1.643 -0.0013
C 0.787 3.407 2.745 0.0004
C -0.446 2.800 2.948 -0.0015
C -0.909 1.855 2.045 0.0029
H -1.640 -2.193 0.866 -0.0104
H 0.571 2.053 -2.167 -0.0001
H 1.810 1.785 -4.266 0.0001
H 2.111 -0.461 -5.258 0.0000
H 1.169 -2.445 -4.117 -0.0003
H -0.017 -2.195 -1.985 0.0117
H -2.783 2.418 -0.008 -0.0004
H -5.148 2.731 -0.606 0.0000
H -6.439 0.867 -1.591 0.0000
H -5.345 -1.317 -1.980 0.0000
H -2.985 -1.639 -1.387 -0.0003
H 1.706 1.838 -0.104 -0.0003
H 2.519 3.523 1.486 0.0001
H 1.150 4.145 3.449 0.0000
H -1.044 3.059 3.812 0.0001
H -1.869 1.380 2.222 -0.0003
Cl 5.877 -2.953 3.941 0.0000
C 5.524 -1.612 2.845 -0.0023
Cl 6.605 -1.660 1.445 -0.0004
Cl 5.685 -0.066 3.692 -0.0001
C 4.147 -1.744 2.377 -0.0090
N 3.068 -1.847 2.012 0.0137
```

- multiplicity = 2
- E (eV) = -163787.4043
- relative energy (zero: lowest compared OMol25 entry of this formula, charge and spin) (kcal per mole) = 30.78
- orbital gap (alpha / beta) (eV) = 6.66 / 5.63
- molecular weight (g mol⁻¹) = 781.82